# 1
Below is a molecular structure, C36H49F3NO6P2STi, with properties calculated with the ωB97M-V functional and the def2-TZVPD basis.

```
99
Properties=species:S:1:pos:R:3:forces:R:3
Ti -0.3222 0.2830 0.3522 0.35 -0.18 -0.19
C 0.7837 -3.4446 1.8716 -0.02 0.01 -0.02
C 0.5139 -2.4612 3.0076 0.00 0.00 0.05
C 1.8154 -1.8110 3.4803 -0.02 0.00 0.01
P -0.6468 -1.1467 2.4498 -0.04 -0.16 0.22
C -0.9525 -0.0891 3.9384 0.03 0.01 0.02
C -1.1817 -0.8526 5.2404 -0.01 0.00 -0.02
C -2.1286 0.8451 3.6505 -0.04 0.03 -0.05
C -2.2351 -1.9137 2.1016 -0.05 0.01 -0.06
C -2.8517 -2.8855 2.8890 0.05 0.01 0.02
C -4.0913 -3.4087 2.5678 -0.04 -0.01 -0.04
C -4.7488 -4.4694 3.4080 0.00 0.00 0.01
C -4.7118 -2.9110 1.4192 -0.01 -0.02 0.01
C -4.1244 -1.9561 0.6156 0.11 0.03 0.05
C -2.8532 -1.4397 0.9274 -0.03 0.06 0.01
N -2.1629 -0.5465 0.1164 0.03 0.08 -0.04
C -2.6096 -0.3728 -1.2277 -0.12 0.07 0.09
C -3.7479 0.3711 -1.5241 -0.03 -0.08 -0.07
C -4.1291 0.5687 -2.8392 0.03 0.00 0.03
C -3.3741 0.0600 -3.8926 -0.01 0.00 -0.01
C -3.7475 0.3514 -5.3197 0.00 0.01 0.00
C -2.2245 -0.6572 -3.5908 0.01 -0.02 -0.03
C -1.8291 -0.8811 -2.2754 0.04 0.04 -0.01
P -0.2340 -1.5966 -1.7584 -0.09 0.02 0.16
C -0.5225 -3.4407 -1.7975 -0.02 -0.01 -0.03
C -1.7066 -3.8316 -0.9195 0.01 0.01 0.04
C -0.7385 -4.0009 -3.2039 0.01 0.02 0.02
C 0.9221 -1.3549 -3.1788 0.02 0.08 -0.03
C 2.2074 -2.1333 -2.8933 0.05 -0.03 0.03
C 1.2479 0.1172 -3.4311 -0.05 -0.02 -0.03
H 1.5508 -4.1616 2.1721 0.00 -0.01 0.00
H 1.1428 -2.9154 0.9833 0.00 -0.01 0.01
H -0.1129 -4.0013 1.5986 0.00 0.01 0.00
H 0.0546 -2.9982 3.8428 0.00 0.01 0.01
H 2.3010 -1.2958 2.6491 0.02 0.03 -0.01
H 2.5028 -2.5742 3.8505 0.01 0.00 -0.01
H 1.6594 -1.0840 4.2789 0.00 -0.01 -0.01
H -0.0483 0.5202 4.0329 0.01 0.01 0.00
H -2.0787 -1.4714 5.1775 0.01 0.00 0.00
H -1.3346 -0.1443 6.0579 0.00 0.01 0.00
H -0.3401 -1.4896 5.5137 0.02 -0.02 -0.01
H -3.0603 0.2792 3.5901 -0.01 0.00 0.00
H -2.0023 1.3997 2.7193 -0.01 -0.03 0.05
H -2.2276 1.5691 4.4625 -0.01 0.00 0.01
H -2.3366 -3.2591 3.7686 -0.01 0.00 0.00
H -4.1288 -4.7272 4.2668 0.00 0.00 0.00
H -4.9210 -5.3824 2.8346 0.00 0.00 0.00
H -5.7170 -4.1341 3.7847 0.00 0.00 0.00
H -5.6870 -3.2971 1.1409 0.00 0.00 -0.01
H -4.6319 -1.6210 -0.2771 -0.03 -0.02 0.00
H -4.3082 0.8118 -0.7095 -0.01 0.01 -0.01
H -5.0091 1.1629 -3.0562 0.00 0.00 0.01
H -4.8284 0.4246 -5.4392 0.00 -0.01 0.00
H -3.3799 -0.4236 -5.9926 0.00 0.00 0.00
H -3.3147 1.3029 -5.6363 0.00 0.00 0.00
H -1.6143 -1.0255 -4.4091 0.02 0.01 0.01
H 0.3833 -3.8792 -1.3655 0.01 0.01 -0.02
H -2.6359 -3.4221 -1.3194 0.00 0.00 0.00
H -1.6055 -3.4790 0.1051 -0.01 0.00 -0.02
H -1.8028 -4.9197 -0.8967 0.00 0.00 -0.01
H -1.5768 -3.4978 -3.6915 0.00 0.00 0.00
H -0.9874 -5.0626 -3.1401 0.00 0.00 0.01
H 0.1380 -3.9081 -3.8427 0.02 0.02 -0.02
H 0.4520 -1.7619 -4.0775 0.00 -0.03 -0.01
H 2.6550 -1.7959 -1.9550 -0.02 0.01 0.01
H 2.9331 -1.9589 -3.6904 0.00 -0.01 -0.01
H 2.0466 -3.2094 -2.8168 0.00 0.01 -0.01
H 1.7407 0.5651 -2.5681 0.00 -0.01 0.02
H 0.3576 0.7095 -3.6385 0.00 0.00 0.01
H 1.9217 0.1917 -4.2883 0.00 0.00 0.00
C 1.0389 4.9809 5.2017 0.01 -0.01 -0.01
O 2.3005 4.5063 4.7551 -0.01 0.00 -0.01
C 2.3099 3.5863 3.7717 0.03 0.02 0.02
C 3.5983 3.1797 3.3508 0.00 -0.03 -0.04
C 3.7080 2.2634 2.3510 -0.04 0.02 0.02
C 2.5713 1.6907 1.7269 0.04 -0.01 0.01
C 2.7104 0.6984 0.7057 0.02 0.06 0.12
C 4.0680 0.3253 0.1726 -0.01 -0.05 0.00
O 1.7406 0.0649 0.2342 0.09 -0.03 -0.15
C 1.2836 2.1052 2.1638 -0.01 -0.01 -0.01
O 0.1904 1.6423 1.6486 -0.17 -0.09 -0.15
C 1.1760 3.0614 3.1954 0.05 0.01 -0.01
H 1.2522 5.7176 5.9702 -0.01 0.00 0.00
H 0.4446 4.1685 5.6260 0.00 0.01 0.00
H 0.4872 5.4496 4.3844 0.00 0.00 0.01
H 4.4657 3.6125 3.8276 -0.01 0.01 0.02
H 4.6956 1.9561 2.0361 0.01 0.00 0.00
H 4.7078 1.1911 0.0216 -0.01 0.03 -0.01
H 3.9354 -0.2005 -0.7695 0.01 -0.01 0.01
H 4.5656 -0.3449 0.8784 0.00 0.01 0.00
H 0.1800 3.3654 3.4809 -0.01 -0.01 -0.01
F 0.9074 4.1657 -2.1528 0.02 -0.01 -0.02
C 0.0319 4.1534 -1.1460 -0.12 0.05 0.02
F 0.7166 4.0703 -0.0016 0.01 -0.02 0.02
F -0.6363 5.3099 -1.1491 0.05 -0.03 -0.01
S -1.1547 2.7574 -1.3337 0.14 0.02 -0.28
O -2.0132 2.8174 -0.1855 -0.06 0.00 0.18
O -1.7139 2.9525 -2.6350 0.00 -0.02 -0.04
O -0.2268 1.5833 -1.2729 -0.15 0.16 0.19
```
Forces are in eV/Å.

F_max (eV/Å): 0.4
⟨S²⟩: 0.75
Molar mass (g/mol): 790.67
HOMO-LUMO gap (alpha / beta) (eV): 7.371 / 7.124
E (eV): -112588.6601
Multiplicity: 2
HOMO level (alpha / beta) (eV): -7.28 / -7.30
LUMO level (alpha / beta) (eV): 0.1 / -0.2
Relative energy (zero: lowest compared OMol25 entry of this formula, charge and spin) (kcal per mole): 0.0
Charge: 0



# 2
Below is a molecular structure, C25H13BrF4NO5PRu, with properties calculated with the ωB97M-V functional and the def2-TZVPD basis.

```
51
Properties=species:S:1:pos:R:3:forces:R:3
Ru -0.1159 0.7563 -2.0432 -0.51 0.15 -0.19
O -6.2358 0.7995 -1.0623 -0.07 -0.04 -0.02
C -4.9332 0.7716 -1.3475 0.00 0.01 0.00
C -4.3460 -0.2557 -2.0992 0.06 -0.01 -0.03
C -2.9927 -0.1763 -2.3317 0.02 -0.12 -0.04
N -2.2860 0.8416 -1.8654 0.21 -0.03 0.15
C -2.8144 1.8221 -1.1394 0.02 0.07 0.06
C -4.1557 1.8291 -0.8480 0.05 0.01 -0.02
C -1.7717 2.8507 -0.7004 0.03 -0.15 -0.34
O -2.0402 3.7747 0.0100 -0.09 0.06 0.14
O -0.5706 2.5888 -1.2065 -0.09 -0.16 0.04
C -2.1336 -1.1882 -3.0883 0.04 0.37 -0.07
O -2.5905 -2.1841 -3.5669 -0.11 -0.15 0.02
O -0.8575 -0.8192 -3.1449 -0.09 0.03 0.18
H -6.7045 0.0540 -1.4610 0.04 0.05 0.03
H -4.9156 -1.0898 -2.4887 -0.01 0.00 0.00
H -4.5995 2.6202 -0.2605 -0.01 0.00 0.00
F 6.8502 0.9950 -0.5160 -0.06 -0.01 0.00
C 5.5592 0.7568 -0.4151 -0.02 -0.02 0.02
C 5.0332 0.2348 0.7541 0.02 0.02 -0.01
F 5.8205 -0.0333 1.7789 -0.04 0.02 -0.05
C 3.6697 -0.0026 0.8326 0.01 -0.02 0.01
F 3.1953 -0.5078 1.9687 0.05 0.08 -0.02
C 2.8004 0.2594 -0.2185 -0.02 -0.05 0.06
P 1.0336 -0.1358 -0.0089 0.16 -0.18 0.16
C 0.8569 -1.8972 0.3017 0.07 0.02 -0.04
C 0.9812 -2.4268 1.5874 -0.04 0.01 0.06
C 0.8698 -3.7935 1.7748 0.00 0.02 -0.01
C 0.6377 -4.6297 0.6893 0.01 -0.01 -0.02
C 0.5092 -4.1043 -0.5881 -0.01 -0.01 0.01
C 0.6169 -2.7368 -0.7870 -0.04 0.01 -0.01
C 0.4042 0.8041 1.3842 0.01 0.10 -0.06
C -0.8317 0.4333 1.9175 0.02 -0.06 0.01
C -1.4451 1.2470 2.8562 0.00 -0.01 -0.01
C -0.8390 2.4313 3.2513 0.00 0.00 0.00
C 0.3842 2.8043 2.7130 -0.01 0.01 0.00
C 1.0048 1.9992 1.7727 0.01 -0.03 0.02
C 3.3601 0.7760 -1.3895 0.06 0.05 -0.05
Br 2.3799 1.1816 -2.9813 0.36 0.01 0.02
C 4.7169 1.0244 -1.4885 -0.01 -0.01 0.03
F 5.2447 1.5165 -2.5994 -0.01 0.00 0.00
H 1.1614 -1.7767 2.4336 -0.03 -0.02 -0.02
H 0.9667 -4.2077 2.7690 0.00 0.00 0.01
H 0.5532 -5.6972 0.8427 -0.01 0.00 0.00
H 0.3128 -4.7538 -1.4299 0.01 0.00 -0.01
H 0.4892 -2.3327 -1.7846 0.02 0.01 0.01
H -1.3066 -0.4930 1.6136 0.00 0.00 -0.01
H -2.3986 0.9571 3.2763 0.00 0.00 0.00
H -1.3252 3.0700 3.9758 0.00 0.00 0.00
H 0.8498 3.7317 3.0161 0.00 0.00 0.00
H 1.9480 2.3110 1.3414 0.00 0.00 -0.01
```
Forces are in eV/Å.

F_max (eV/Å): 0.6
⟨S²⟩: 8.76
Molar mass (g/mol): 695.32
HOMO-LUMO gap (alpha / beta) (eV): 8.430 / 6.591
E (eV): -130638.7851
Multiplicity: 6
HOMO level (alpha / beta) (eV): -11.66 / -12.54
LUMO level (alpha / beta) (eV): -3.2 / -5.9
Relative energy (zero: lowest compared OMol25 entry of this formula, charge and spin) (kcal per mole): 2.2
Charge: +1



# 3
Below is a molecular structure, C32H35N6Rh, with properties calculated with the ωB97M-V functional and the def2-TZVPD basis.

```
74
Properties=species:S:1:pos:R:3:forces:R:3
Rh 0.5144 -0.5420 1.0425 0.30 -0.15 0.18
C -2.6292 -2.0895 -4.6799 0.00 -0.01 0.00
C -1.5353 -1.6390 -3.7504 -0.01 -0.02 0.00
C -0.9556 -0.3789 -3.8651 0.00 0.04 0.01
C -0.0032 0.0663 -2.9692 -0.03 -0.01 -0.01
C 0.4585 -0.7357 -1.9150 0.00 -0.05 -0.02
N 1.3468 -0.3005 -0.9458 0.01 0.04 -0.07
C 2.4517 0.4282 -1.2873 -0.04 -0.02 0.13
C 2.9828 0.4784 -2.5941 0.08 0.04 -0.05
C 4.1158 1.2000 -2.9079 -0.02 -0.01 -0.01
C 4.8287 1.9132 -1.9470 -0.01 0.00 0.04
C 6.0865 2.6650 -2.2884 0.01 -0.01 0.00
C 4.3539 1.8409 -0.6486 -0.02 -0.01 -0.01
C 3.2030 1.1334 -0.3196 0.01 -0.04 -0.16
N 2.8339 1.1330 1.0650 0.11 0.06 0.07
C 2.8690 2.1978 1.8904 -0.01 -0.12 0.05
C 2.7502 1.7326 3.1822 0.00 0.01 -0.01
C 2.6448 0.3432 3.0437 0.00 0.12 -0.03
N 2.7065 -0.0261 1.7645 -0.27 0.03 -0.10
C -0.1098 -2.0204 -1.8326 -0.01 0.20 -0.09
C -1.0973 -2.4461 -2.7118 0.03 -0.01 0.03
N 0.3543 -2.9586 -0.8623 -0.01 -0.18 0.00
C 0.7079 -4.2377 -1.1070 0.01 0.06 0.05
C 1.0065 -4.8257 0.1005 0.00 -0.05 -0.03
C 0.8032 -3.8118 1.0436 -0.02 0.06 -0.03
N 0.4057 -2.6928 0.4539 0.04 0.00 0.00
H -2.5267 -1.6249 -5.6607 0.00 -0.01 0.00
H -3.6133 -1.8193 -4.2894 0.01 0.00 0.00
H -2.6148 -3.1715 -4.8146 0.00 0.00 0.00
H -1.2798 0.2858 -4.6588 -0.01 -0.01 0.00
H 0.3932 1.0688 -3.0686 0.02 -0.01 0.03
H 2.4888 -0.0751 -3.3800 -0.02 -0.01 0.03
H 4.4632 1.1966 -3.9360 0.01 0.01 0.01
H 6.0197 3.1129 -3.2806 0.00 0.00 0.01
H 6.9588 2.0064 -2.2849 0.00 0.01 0.00
H 6.2768 3.4651 -1.5722 0.00 0.00 0.00
H 4.8967 2.3346 0.1502 0.01 0.00 0.00
H 2.9732 3.1938 1.4952 0.01 0.00 0.00
H 2.7235 2.3156 4.0859 0.00 -0.01 -0.01
H 2.5164 -0.4096 3.8051 -0.01 0.01 0.00
H -1.5250 -3.4332 -2.5734 0.00 0.00 0.00
H 0.7305 -4.6142 -2.1150 0.00 -0.01 0.01
H 1.3348 -5.8355 0.2715 -0.01 0.01 0.00
H 0.9313 -3.8336 2.1136 0.00 0.00 0.00
C -1.0125 2.6601 -0.3951 0.01 0.02 -0.02
C -2.4855 2.2657 -0.2558 0.00 -0.04 -0.01
C -2.8944 1.2290 -1.3072 0.04 0.02 0.01
C -2.8749 1.8071 1.1340 0.01 -0.03 0.01
C -3.8578 2.5002 1.8191 0.02 -0.03 0.03
C -4.2967 2.0925 3.0714 -0.04 0.05 -0.01
C -3.7544 0.9550 3.6496 0.02 -0.04 0.00
C -2.7623 0.2194 3.0218 -0.01 0.04 0.00
C -2.2524 -1.0361 3.7009 0.02 -0.01 -0.04
C -2.4791 -2.2955 2.8585 0.01 0.04 0.01
C -0.7948 -0.9347 4.1557 -0.05 -0.06 0.02
C -2.2872 0.6595 1.7494 -0.15 0.05 0.00
N -1.2983 0.0010 1.1224 -0.04 0.10 0.04
H -0.8563 3.1618 -1.3534 0.01 -0.01 0.01
H -0.3567 1.7895 -0.3622 0.00 0.00 -0.01
H -0.7139 3.3489 0.3984 0.00 -0.01 0.00
H -3.0739 3.1692 -0.4430 -0.01 0.00 0.01
H -2.3419 0.2987 -1.1672 -0.01 -0.01 -0.02
H -2.6789 1.5981 -2.3120 0.00 0.00 0.01
H -3.9623 1.0134 -1.2406 0.00 -0.01 0.00
H -4.2970 3.3763 1.3562 0.00 0.00 -0.01
H -5.0694 2.6489 3.5861 0.01 0.00 0.00
H -4.1165 0.6230 4.6162 0.00 0.00 0.00
H -2.8559 -1.1385 4.6075 0.00 -0.01 0.01
H -1.8750 -2.2701 1.9514 -0.01 -0.02 -0.01
H -3.5264 -2.3869 2.5668 0.00 0.01 0.01
H -2.2050 -3.1868 3.4282 0.00 0.01 0.00
H -0.1141 -0.9505 3.2975 0.04 0.02 -0.02
H -0.5391 -1.7895 4.7866 0.01 0.02 0.00
H -0.6083 -0.0186 4.7174 0.01 0.01 -0.01
```
Forces are in eV/Å.

F_max (eV/Å): 0.4
⟨S²⟩: 6.05
Molar mass (g/mol): 606.58
HOMO-LUMO gap (alpha / beta) (eV): 7.360 / 6.098
E (eV): -45698.1384
Multiplicity: 5
HOMO level (alpha / beta) (eV): -6.56 / -6.54
LUMO level (alpha / beta) (eV): 0.8 / -0.4
Relative energy (zero: lowest compared OMol25 entry of this formula, charge and spin) (kcal per mole): 2.0
Charge: 0



# 4
Below is a molecular structure, C37H41F6N3O2PS2W at a distorted geometry, with properties calculated with the ωB97M-V functional and the def2-TZVPD basis.

```
93
Properties=species:S:1:pos:R:3:forces:R:3
W -0.1606 -0.1235 -0.1037 -1.05 -0.04 1.78
C 0.8336 1.2616 -2.6439 0.40 0.43 -0.39
C -0.3288 1.8736 -3.4073 -0.18 -0.15 0.01
C -0.9736 0.8490 -4.3558 0.04 0.12 0.00
C -1.3390 2.6284 -2.5531 0.00 -0.22 0.22
C -1.5289 3.9727 -2.8283 0.04 0.19 -0.08
C -2.4842 4.7140 -2.1553 -0.04 0.11 -0.01
C -3.2823 4.1048 -1.2055 -0.02 -0.02 -0.01
C -3.1277 2.7618 -0.8700 0.32 -0.22 -0.09
C -4.0813 2.1870 0.1715 -0.11 0.28 -0.16
C -4.2318 3.0985 1.3998 -0.02 -0.09 -0.01
C -5.4903 1.9756 -0.4124 0.07 0.01 0.00
C -2.0987 2.0317 -1.5285 -0.11 0.11 -0.20
N -1.8377 0.6290 -1.2333 -0.04 0.69 0.11
C -2.8044 -0.1611 -1.7565 0.28 -0.04 0.22
O -3.7325 0.1752 -2.4584 -0.53 0.18 -0.26
C -2.5654 -1.5753 -1.4216 -0.08 0.36 -0.08
C -3.4174 -2.5880 -1.7760 -0.33 -0.20 -0.13
C -3.0568 -3.8920 -1.4798 -0.17 -0.09 -0.08
C -1.8311 -4.1121 -0.8822 -0.05 -0.35 0.02
C -1.0446 -3.0296 -0.5756 0.22 0.09 0.15
N -1.4066 -1.7741 -0.8082 0.06 -0.12 0.06
C 0.3261 -3.1608 -0.0526 0.04 0.47 0.14
O 0.7935 -4.2627 0.1217 0.37 -0.42 0.17
N 0.9290 -1.9426 0.1120 0.49 0.05 0.02
C 2.3443 -2.1444 0.4451 -0.10 0.05 -0.27
C 3.2611 -2.1997 -0.6167 -0.13 0.10 -0.01
C 4.5783 -2.5295 -0.3344 0.16 0.06 -0.05
C 4.9806 -2.8088 0.9585 0.10 -0.01 0.12
C 4.0625 -2.7618 1.9905 0.05 -0.12 0.05
C 2.7309 -2.4394 1.7575 -0.11 -0.09 -0.09
C 1.7656 -2.4680 2.9254 0.32 -0.18 0.15
C 1.6097 -3.8942 3.4805 0.06 0.06 0.02
C 2.1909 -1.5027 4.0337 0.01 0.12 0.07
C 2.8595 -1.9741 -2.0672 0.48 -0.25 0.07
C 2.7015 -3.3211 -2.7915 0.03 0.08 -0.04
C 3.8523 -1.0789 -2.8183 0.00 0.01 0.00
H 1.4967 0.7197 -3.3174 0.09 -0.01 0.03
H 0.4944 0.5070 -1.9358 -0.09 -0.59 0.01
H 1.4185 1.9881 -2.0913 0.08 0.11 0.10
H 0.1354 2.6336 -4.0377 -0.01 0.07 -0.06
H -1.2342 -0.0721 -3.8377 -0.03 -0.07 0.05
H -0.2759 0.5915 -5.1598 -0.06 0.03 0.12
H -1.8866 1.2456 -4.8020 0.05 -0.01 0.02
H -0.9190 4.4479 -3.5915 -0.07 -0.05 0.05
H -2.6190 5.7650 -2.3861 0.01 -0.07 0.01
H -4.0558 4.6845 -0.7091 0.12 -0.08 -0.06
H -3.6883 1.2358 0.5068 0.15 -0.35 0.07
H -4.8779 3.9525 1.1719 0.08 -0.08 0.05
H -3.2812 3.4840 1.7554 0.20 0.02 0.07
H -4.6998 2.5408 2.2155 0.01 0.05 -0.06
H -5.9226 2.9432 -0.6953 0.06 -0.13 0.04
H -6.1411 1.5242 0.3449 0.08 0.07 -0.09
H -5.4804 1.3393 -1.2917 0.04 -0.07 -0.07
H -4.3342 -2.3208 -2.2845 0.04 -0.02 0.01
H -3.7065 -4.7214 -1.7364 0.05 0.08 0.02
H -1.4400 -5.0966 -0.6593 -0.03 0.06 -0.01
H 5.3089 -2.5603 -1.1380 -0.11 -0.03 0.10
H 6.0163 -3.0585 1.1650 -0.08 0.01 -0.03
H 4.3853 -2.9876 3.0043 -0.06 0.04 -0.15
H 0.8032 -2.1380 2.5755 -0.46 0.12 -0.21
H 2.5358 -4.2159 3.9740 -0.15 0.04 -0.07
H 1.3879 -4.6046 2.6824 -0.01 0.03 0.02
H 0.8013 -3.9324 4.2212 0.14 0.03 -0.09
H 3.1371 -1.8165 4.4907 -0.13 0.06 -0.06
H 1.4292 -1.4825 4.8229 0.11 -0.01 -0.08
H 2.3183 -0.4870 3.6483 -0.01 -0.14 0.09
H 1.9032 -1.4780 -2.0773 -0.48 0.24 0.02
H 3.6811 -3.8029 -2.8863 -0.13 0.02 0.02
H 2.2977 -3.1747 -3.8004 0.06 -0.02 0.11
H 2.0473 -4.0012 -2.2422 0.02 0.04 -0.02
H 4.7986 -1.6029 -2.9866 -0.10 0.09 -0.01
H 4.0623 -0.1609 -2.2634 -0.04 -0.12 -0.08
H 3.4507 -0.8129 -3.8031 0.05 -0.05 0.08
S -1.3102 -0.3143 2.0579 0.36 -0.13 -0.77
C -1.0074 1.2175 2.8342 -0.05 -0.14 0.13
C -1.2451 1.3235 4.2035 -0.05 -0.03 0.11
C -1.0705 2.5300 4.8583 -0.04 -0.12 0.09
C -0.6474 3.6715 4.1688 0.03 0.08 -0.09
C -0.4037 3.5896 2.8203 -0.04 0.10 0.04
C -0.5714 2.3621 2.1430 -0.04 0.22 -0.32
S -0.2589 2.3446 0.4687 -0.04 -0.05 0.13
H -1.5661 0.4400 4.7447 0.02 0.10 0.00
H -1.2607 2.5875 5.9258 0.02 -0.02 -0.12
H -0.5062 4.6079 4.6940 0.00 -0.06 -0.03
H -0.0680 4.4529 2.2541 -0.02 -0.10 0.07
F 2.9819 0.8804 -0.4406 -0.38 0.05 0.52
P 3.1462 1.3915 1.1088 0.45 0.36 -0.58
F 1.5956 0.5612 1.4345 0.09 -0.15 -0.94
F 3.1114 1.8389 2.6256 -0.10 0.11 0.42
F 3.8942 0.0734 1.4956 0.04 -0.49 0.05
F 4.5106 2.1218 0.7697 0.15 0.14 0.05
F 2.3333 2.7268 0.7272 -0.28 -0.12 -0.14
```
Forces are in eV/Å.

F_max (eV/Å): 2.1
⟨S²⟩: 3.79
Molar mass (g/mol): 952.69
HOMO-LUMO gap (alpha / beta) (eV): 7.040 / 5.465
E (eV): -96697.9196
Multiplicity: 4
HOMO level (alpha / beta) (eV): -8.04 / -8.41
LUMO level (alpha / beta) (eV): -1.0 / -2.9
Charge: 0